Computed, not measured: 2 unconnected molecules or ions with the total composition C4H6NO in a non-equilibrium geometry, with ωB97M-V/def2-TZVPD.

Structure (XYZ):
```
12
Properties=species:S:1:pos:R:3:forces:R:3
C -0.92347 0.98436 1.42171 0.747 1.381 0.693
C -1.22663 0.94483 2.68070 0.520 -3.543 0.115
C 0.17051 -1.23809 -1.85563 0.939 -1.478 -0.644
C 1.15699 -1.25449 -1.03247 -0.332 -0.852 0.687
N 0.80364 0.04751 -1.67003 0.857 1.972 0.497
O -0.38641 1.12814 0.39053 -0.596 -0.332 -0.247
H -1.01284 -0.13840 3.05649 -0.492 2.065 -0.330
H -1.74918 1.63712 3.28384 -0.440 0.591 0.204
H -0.54733 -1.62742 -2.57150 0.138 0.084 0.411
H 1.93520 -1.67144 -0.32567 -1.261 0.832 -1.013
H 1.57270 0.46199 -2.22624 -0.982 -0.406 -0.342
H 0.20682 0.72588 -1.15173 0.902 -0.314 -0.029
```
Positions in Å, forces in eV/Å.

Output
- Charge: +1
- LUMO level: -0.1501 Eh
- Energy relative to the best compared isomer or geometry (same formula, charge and spin): 3.506 eV
- E_HOMO: -13.21 eV

Here are the Löwdin charges for atoms 1 to 5, given in e: -0.238 0.057 0.067 0.104 0.096